Entry 1:
C6H10O | ωB97M-V with the def2-TZVPD basis set

Its largest force on an atom is 0.042 Eh/bohr. The SMILES is C[C@H]1C[C@]1(C)C=O. The total energy comes out at -8430.663 eV. The calculation puts the highest occupied orbital energy at -9.6 eV.

Geometry as ORCA input:
```
! wB97M-V def2-TZVPD RIJCOSX def2/J DEFGRID3
* xyz 0 1
O 2.68400 -0.97066 0.15904
C 0.56852 0.24809 -0.10261
C 2.03974 0.03207 0.32771
C 0.14300 -0.65167 -1.24898
C -1.75129 -0.77136 0.57557
C 0.06134 1.65781 0.04375
C -0.26075 -0.97865 0.14372
H -1.80217 -0.46047 1.61712
H -2.26678 -1.72304 0.46258
H -0.04322 1.92245 1.09521
H 0.21930 -1.80624 0.65143
H 2.49562 0.91567 0.82579
H -2.25708 -0.03681 -0.04460
H -0.60703 -0.27106 -1.92684
H -0.90281 1.78031 -0.44182
H 0.76002 2.35308 -0.42031
H 0.91959 -1.23950 -1.71675
*
```

Let us look at the natural (NBO) charges, expressed in e, one per atom: number 1, O, carries -0.53; number 2, C, carries -0.19; number 3, C, carries 0.46; number 4, C, carries -0.40; number 5, C, carries -0.61; number 6, C, carries -0.61; number 7, C, carries -0.19; number 8, H, carries 0.21; number 9, H, carries 0.22; number 10, H, carries 0.21; number 11, H, carries 0.23; number 12, H, carries 0.10; number 13, H, carries 0.20; number 14, H, carries 0.21; number 15, H, carries 0.22; number 16, H, carries 0.22; number 17, H, carries 0.23

Entry 2:
C6H10O | ωB97M-V with the def2-TZVPD basis set

Its largest force on an atom is 0.030 Eh/bohr. The total energy comes out at -8427.320 eV. The calculation puts the highest occupied orbital energy (spin up / spin down) at -8.0 / -8.0 eV.

Geometry as ORCA input:
```
! wB97M-V def2-TZVPD RIJCOSX def2/J DEFGRID3
* xyz 0 1
O 2.78823 -1.07757 -0.74300
C -2.06070 -0.55971 -0.43056
C -1.17464 0.67706 -0.24733
C 2.16825 -0.82084 0.26147
C 0.66539 -0.81704 0.28462
C 0.51638 1.58261 0.56625
C 0.27046 0.50005 -0.38576
H 0.25182 -1.65936 -0.26683
H -1.67887 1.61842 -0.33239
H 0.25471 -0.82564 1.30136
H 0.49821 1.50343 1.63900
H -1.98269 -1.38189 0.28605
H 2.67808 -0.49248 1.19301
H 0.97707 2.49252 0.17242
H -3.11914 -0.29236 -0.52496
H 0.71857 0.57965 -1.37671
H -1.77112 -1.02687 -1.39663
*
```

Let us look at the natural (NBO) charges, expressed in e, one per atom: number 1, O, carries -0.52; number 2, C, carries -0.67; number 3, C, carries -0.11; number 4, C, carries 0.45; number 5, C, carries -0.49; number 6, C, carries -0.33; number 7, C, carries -0.36; number 8, H, carries 0.23; number 9, H, carries 0.21; number 10, H, carries 0.22; number 11, H, carries 0.20; number 12, H, carries 0.22; number 13, H, carries 0.11; number 14, H, carries 0.19; number 15, H, carries 0.22; number 16, H, carries 0.23; number 17, H, carries 0.21

Entry 3:
C6H10O | ωB97M-V with the def2-TZVPD basis set

Its largest force on an atom is 0.045 Eh/bohr. The total energy comes out at -8427.226 eV. The calculation puts the highest occupied orbital energy (spin up / spin down) at -8.0 / -8.0 eV.

Geometry as ORCA input:
```
! wB97M-V def2-TZVPD RIJCOSX def2/J DEFGRID3
* xyz 0 1
O 0.07394 -1.92722 0.12879
C -1.63779 -0.40682 0.88612
C -1.03181 1.13303 -1.66104
C -0.29529 -0.66224 0.17312
C 2.20557 -0.20210 0.52264
C 0.79839 0.18264 0.68651
C -0.22097 0.17187 -1.22283
H -1.01168 1.45111 -2.69640
H -1.63783 -0.94156 1.83517
H 2.33056 -0.88900 -0.31493
H -1.75526 1.62111 -1.02060
H 0.57300 0.98328 1.39337
H -2.42806 -0.79687 0.24812
H 0.49677 -0.29242 -1.89030
H -1.82926 0.65229 1.07201
H 2.84838 0.67911 0.44344
H 2.52134 -0.75622 1.41680
*
```

Let us look at the natural (NBO) charges, expressed in e, one per atom: number 1, O, carries -0.77; number 2, C, carries -0.61; number 3, C, carries -0.35; number 4, C, carries 0.17; number 5, C, carries -0.72; number 6, C, carries 0.23; number 7, C, carries -0.19; number 8, H, carries 0.21; number 9, H, carries 0.23; number 10, H, carries 0.27; number 11, H, carries 0.20; number 12, H, carries 0.19; number 13, H, carries 0.23; number 14, H, carries 0.22; number 15, H, carries 0.19; number 16, H, carries 0.23; number 17, H, carries 0.28

Entry 4:
C6H10O | ωB97M-V with the def2-TZVPD basis set

Its largest force on an atom is 0.048 Eh/bohr. The total energy comes out at -8427.506 eV. The calculation puts the highest occupied orbital energy at -9.1 eV.

Geometry as ORCA input:
```
! wB97M-V def2-TZVPD RIJCOSX def2/J DEFGRID3
* xyz 0 1
O 1.42572 -2.65138 -1.10717
C 0.24032 1.29837 -0.50544
C 0.47446 -2.18225 -0.52608
C -0.58214 -1.00641 1.40362
C 0.71046 1.75302 -1.65177
C 0.55497 -1.28675 0.63359
C -0.86805 1.58119 0.34063
H 1.55901 1.29510 -2.14096
H -0.66875 2.20025 1.21463
H -1.02081 0.34897 0.95905
H -0.44905 -0.86976 2.47120
H -1.82160 1.80953 -0.13820
H -1.49391 -1.54804 1.16706
H 1.54235 -1.20043 1.07356
H 0.64798 0.19841 -0.20940
H -0.56100 -2.38830 -0.87276
H 0.31002 2.64847 -2.11155
*
```

Let us look at the natural (NBO) charges, expressed in e, one per atom: number 1, O, carries -0.52; number 2, C, carries -0.20; number 3, C, carries 0.39; number 4, C, carries -0.46; number 5, C, carries -0.37; number 6, C, carries -0.35; number 7, C, carries -0.56; number 8, H, carries 0.21; number 9, H, carries 0.23; number 10, H, carries 0.21; number 11, H, carries 0.23; number 12, H, carries 0.23; number 13, H, carries 0.22; number 14, H, carries 0.24; number 15, H, carries 0.21; number 16, H, carries 0.10; number 17, H, carries 0.19

Entry 5:
C6H10O | ωB97M-V with the def2-TZVPD basis set

Its largest force on an atom is 0.020 Eh/bohr. The total energy comes out at -8427.259 eV. The calculation puts the highest occupied orbital energy at -7.9 eV.

Geometry as ORCA input:
```
! wB97M-V def2-TZVPD RIJCOSX def2/J DEFGRID3
* xyz 0 1
O 1.60356 -0.50567 1.46280
C -0.70574 -1.78200 -0.30611
C 1.97524 0.72311 -0.50981
C 0.94246 0.16281 0.44566
C -2.26728 1.38320 -0.03628
C -0.33157 -0.35713 -0.04928
C -1.09041 0.76280 -0.04483
H 2.76720 1.25324 0.02143
H 0.16361 -2.41750 -0.49124
H -1.36209 -1.84903 -1.17600
H -3.14435 0.90279 0.38624
H -1.24906 -2.23541 0.53057
H 0.12773 1.35164 0.54432
H -2.37975 2.39344 -0.40838
H 1.52465 1.40795 -1.22538
H 0.98893 -1.09261 1.92109
H 2.43687 -0.10163 -1.06480
*
```

Let us look at the natural (NBO) charges, expressed in e, one per atom: number 1, O, carries -0.69; number 2, C, carries -0.66; number 3, C, carries -0.63; number 4, C, carries 0.24; number 5, C, carries -0.52; number 6, C, carries -0.13; number 7, C, carries -0.02; number 8, H, carries 0.22; number 9, H, carries 0.22; number 10, H, carries 0.24; number 11, H, carries 0.21; number 12, H, carries 0.22; number 13, H, carries 0.18; number 14, H, carries 0.21; number 15, H, carries 0.23; number 16, H, carries 0.48; number 17, H, carries 0.21

Entry 6:
C6H10O | ωB97M-V with the def2-TZVPD basis set

Its largest force on an atom is 0.040 Eh/bohr. The total energy comes out at -8428.832 eV. The calculation puts the highest occupied orbital energy at -8.7 eV.

Geometry as ORCA input:
```
! wB97M-V def2-TZVPD RIJCOSX def2/J DEFGRID3
* xyz 0 1
O -1.15450 0.74602 1.18181
C -0.89440 -0.89142 -0.19404
C -0.03240 -0.07122 0.76069
C 2.31994 -0.11497 -0.17843
C 1.13158 0.75510 0.23128
C -1.71664 0.02205 -1.05895
C -2.04197 0.00595 0.36682
H -1.29415 0.95049 -1.41626
H -2.37621 -0.49690 -1.74296
H 3.15536 0.49744 -0.53449
H 2.04287 -0.80503 -0.98351
H 2.68466 -0.71553 0.66372
H -1.31698 -1.80633 0.13347
H -3.03981 -0.21017 0.76803
H 0.79789 1.36379 -0.61854
H 1.42817 1.45934 1.02051
H 0.30661 -0.68860 1.60085
*
```

Let us look at the natural (NBO) charges, expressed in e, one per atom: number 1, O, carries -0.52; number 2, C, carries -0.32; number 3, C, carries 0.11; number 4, C, carries -0.61; number 5, C, carries -0.42; number 6, C, carries -0.45; number 7, C, carries 0.11; number 8, H, carries 0.23; number 9, H, carries 0.23; number 10, H, carries 0.21; number 11, H, carries 0.21; number 12, H, carries 0.20; number 13, H, carries 0.24; number 14, H, carries 0.20; number 15, H, carries 0.20; number 16, H, carries 0.21; number 17, H, carries 0.18

Entry 7:
C6H10O | ωB97M-V with the def2-TZVPD basis set

Its largest force on an atom is 0.005 Eh/bohr. The SMILES is C1=CCOCCC1. The total energy comes out at -8430.561 eV. The calculation puts the highest occupied orbital energy at -9.1 eV.

Geometry as ORCA input:
```
! wB97M-V def2-TZVPD RIJCOSX def2/J DEFGRID3
* xyz 0 1
O -1.35442 -0.77201 -0.09137
C 0.43392 -0.25872 1.55121
C -1.22641 0.53854 -0.61184
C 1.20271 -0.14332 -0.82875
C 0.05128 0.66062 -1.45183
C -0.87928 -0.93244 1.23078
C 1.35454 0.09512 0.65539
H 0.99412 -1.20614 -0.99413
H 0.60123 -0.04583 2.60712
H -1.64060 -0.58417 1.94836
H 0.31848 1.72059 -1.55639
H -0.78711 -2.01700 1.36864
H -0.13127 0.27315 -2.46082
H -2.11419 0.72777 -1.22649
H 2.25999 0.58545 1.00951
H -1.21995 1.27640 0.20299
H 2.13696 0.08199 -1.35239
*
```

Let us look at the natural (NBO) charges, expressed in e, one per atom: number 1, O, carries -0.54; number 2, C, carries -0.23; number 3, C, carries -0.07; number 4, C, carries -0.45; number 5, C, carries -0.41; number 6, C, carries -0.10; number 7, C, carries -0.18; number 8, H, carries 0.22; number 9, H, carries 0.21; number 10, H, carries 0.17; number 11, H, carries 0.20; number 12, H, carries 0.20; number 13, H, carries 0.21; number 14, H, carries 0.19; number 15, H, carries 0.21; number 16, H, carries 0.17; number 17, H, carries 0.21

Entry 8:
C6H10O | ωB97M-V with the def2-TZVPD basis set

Its largest force on an atom is 0.047 Eh/bohr. The total energy comes out at -8426.177 eV. The calculation puts the highest occupied orbital energy (spin up / spin down) at -7.7 / -8.0 eV.

Geometry as ORCA input:
```
! wB97M-V def2-TZVPD RIJCOSX def2/J DEFGRID3
* xyz 0 1
O 1.09744 0.04157 0.87957
C -0.88270 -1.02707 0.09149
C -1.79151 1.12073 0.25681
C -1.83917 0.03064 1.16200
C 1.69170 0.66860 -0.25731
C 1.55741 -0.59594 -1.11860
C 0.68308 -1.08577 0.09859
H 1.07204 -0.48338 -2.09254
H -2.60594 1.30450 -0.45071
H -1.22353 -0.98878 -0.94025
H 2.70027 0.98013 0.00850
H -2.81560 -0.44164 1.30049
H 1.10064 -2.04384 0.49787
H 1.10558 1.51473 -0.64388
H -1.07416 1.92951 0.37048
H -1.30064 0.18024 2.10198
H 2.52509 -1.10424 -1.26449
*
```

Let us look at the natural (NBO) charges, expressed in e, one per atom: number 1, O, carries -0.54; number 2, C, carries -0.16; number 3, C, carries -0.33; number 4, C, carries -0.45; number 5, C, carries -0.06; number 6, C, carries -0.45; number 7, C, carries 0.03; number 8, H, carries 0.21; number 9, H, carries 0.19; number 10, H, carries 0.16; number 11, H, carries 0.18; number 12, H, carries 0.22; number 13, H, carries 0.19; number 14, H, carries 0.17; number 15, H, carries 0.20; number 16, H, carries 0.24; number 17, H, carries 0.21

What did the first record say?
C6H10O | ωB97M-V with the def2-TZVPD basis set

Its largest force on an atom is 0.042 Eh/bohr. The SMILES is C[C@H]1C[C@]1(C)C=O. The total energy comes out at -8430.663 eV. The calculation puts the highest occupied orbital energy at -9.6 eV.

Geometry as ORCA input:
```
! wB97M-V def2-TZVPD RIJCOSX def2/J DEFGRID3
* xyz 0 1
O 2.68400 -0.97066 0.15904
C 0.56852 0.24809 -0.10261
C 2.03974 0.03207 0.32771
C 0.14300 -0.65167 -1.24898
C -1.75129 -0.77136 0.57557
C 0.06134 1.65781 0.04375
C -0.26075 -0.97865 0.14372
H -1.80217 -0.46047 1.61712
H -2.26678 -1.72304 0.46258
H -0.04322 1.92245 1.09521
H 0.21930 -1.80624 0.65143
H 2.49562 0.91567 0.82579
H -2.25708 -0.03681 -0.04460
H -0.60703 -0.27106 -1.92684
H -0.90281 1.78031 -0.44182
H 0.76002 2.35308 -0.42031
H 0.91959 -1.23950 -1.71675
*
```

Let us look at the natural (NBO) charges, expressed in e, one per atom: number 1, O, carries -0.53; number 2, C, carries -0.19; number 3, C, carries 0.46; number 4, C, carries -0.40; number 5, C, carries -0.61; number 6, C, carries -0.61; number 7, C, carries -0.19; number 8, H, carries 0.21; number 9, H, carries 0.22; number 10, H, carries 0.21; number 11, H, carries 0.23; number 12, H, carries 0.10; number 13, H, carries 0.20; number 14, H, carries 0.21; number 15, H, carries 0.22; number 16, H, carries 0.22; number 17, H, carries 0.23